Entry a
Formula: H2O
Source: OMol25
Level of theory: ωB97M-V/def2-TZVPD

Summary:
Lowest unoccupied orbital energy (eV): 0.96
SMILES: O
Frontier orbital gap (eV): 12.8
HOMO (eV): -11.828

Last columns: bonded neighbours and bond lengths (Å).
Positions of all 3 atoms, in Å:
1 O -0.119 -0.067 0.045  H2 0.985, H3 0.889
2 H 0.507 -0.010 -0.714  O1 0.985
3 H 0.445 0.547 0.355  O1 0.889

Entry b
Formula: H2O
Source: OMol25
Level of theory: ωB97M-V/def2-TZVPD

Summary:
Lowest unoccupied orbital energy (eV): 1.02
SMILES: O
Frontier orbital gap (eV): 12.7
HOMO (eV): -11.662

Last columns: bonded neighbours and bond lengths (Å).
Positions of all 3 atoms, in Å:
1 O 0.083 -0.015 0.438  H2 0.975, H3 0.978
2 H 0.604 0.284 -0.330  O1 0.975
3 H -0.687 -0.270 -0.108  O1 0.978

Result of the stability comparison: entry a is the least stable of them.

Entry a
Formula: C10H16O2
Source: OMol25
Level of theory: ωB97M-V/def2-TZVPD

Summary:
Lowest unoccupied orbital energy (eV): 0.76
SMILES: CCc1ccc(O)cc1.CCO
Frontier orbital gap (eV): 9.6
HOMO (eV): -8.792

Last columns: bonded neighbours and bond lengths (Å).
Positions of all 28 atoms, in Å:
1 C -2.051 -0.116 -2.649  C2 1.535, H10 1.094, H11 1.083, H12 1.097
2 C -1.522 -0.623 -1.300  C1 1.535, C3 1.506, H13 1.090, H14 1.093
3 C -0.617 0.414 -0.686  C2 1.506, C4 1.393, C9 1.384
4 C -1.191 1.427 0.076  C3 1.393, C5 1.396, H15 1.077
5 C -0.432 2.522 0.494  C4 1.396, C6 1.396, H16 1.084
6 C 0.926 2.536 0.170  C5 1.396, O7 1.385, C8 1.379
7 O 1.752 3.539 0.648  C6 1.385, H17 0.962
8 C 1.513 1.552 -0.598  C6 1.379, C9 1.398, H18 1.078
9 C 0.726 0.474 -1.013  C3 1.384, C8 1.398, H19 1.081
10 H -1.369 -0.337 -3.476  C1 1.094
11 H -2.251 0.949 -2.659  C1 1.083
12 H -2.951 -0.675 -2.931  C1 1.097
13 H -2.369 -0.928 -0.686  C2 1.090
14 H -1.150 -1.644 -1.419  C2 1.093
15 H -2.169 1.304 0.510  C4 1.077
16 H -0.928 3.429 0.818  C5 1.084
17 H 1.270 4.371 0.597  O7 0.962
18 H 2.570 1.565 -0.809  C8 1.078
19 H 1.160 -0.250 -1.688  C9 1.081
20 C 1.096 -2.673 2.746  C21 1.517, H23 1.086, H24 1.086, H25 1.090
21 C 1.028 -1.711 1.574  C20 1.517, O22 1.423, H26 1.090, H27 1.096
22 O 0.858 -2.451 0.370  C21 1.423, H28 0.964
23 H 2.013 -2.505 3.304  C20 1.086
24 H 1.057 -3.694 2.378  C20 1.086
25 H 0.271 -2.558 3.448  C20 1.090
26 H 0.281 -0.919 1.635  C21 1.090
27 H 1.931 -1.095 1.505  C21 1.096
28 H 0.549 -1.903 -0.360  O22 0.964

Entry b
Formula: C10H16O2
Source: OMol25
Level of theory: ωB97M-V/def2-TZVPD

Summary:
Lowest unoccupied orbital energy (eV): 0.86
SMILES: C=C(CC/C=C\C=C(\C)O)OC
Frontier orbital gap (eV): 9.1
HOMO (eV): -8.199

Last columns: bonded neighbours and bond lengths (Å).
Positions of all 28 atoms, in Å:
1 C 0.572 1.946 0.958  C2 1.339, H13 1.117, H14 1.006
2 C 1.380 0.925 0.648  C1 1.339, C3 1.514, O11 1.397
3 C 1.689 -0.150 1.668  C2 1.514, C4 1.483, H15 1.083, H16 1.141
4 C 0.504 -1.042 1.637  C3 1.483, C5 1.531, H17 1.133, H18 1.013
5 C 0.285 -1.871 0.369  C4 1.531, C6 1.319, H19 1.109
6 C -0.730 -1.690 -0.453  C5 1.319, C7 1.514, H20 1.107
7 C -1.895 -0.741 -0.267  C6 1.514, C8 1.318, H21 1.133
8 C -2.175 0.299 -1.027  C7 1.318, C9 1.475, O10 1.362
9 C -3.434 1.064 -0.951  C8 1.475, H22 1.130, H23 1.127, H24 1.092
10 O -1.404 0.671 -2.087  C8 1.362, H25 0.904
11 O 1.950 1.086 -0.617  C2 1.397, C12 1.423
12 C 2.941 0.151 -1.032  O11 1.423, H26 1.074, H27 1.166, H28 1.135
13 H 0.553 2.759 0.192  C1 1.117
14 H 0.030 1.949 1.805  C1 1.006
15 H 1.851 0.170 2.690  C3 1.083
16 H 2.739 -0.545 1.461  C3 1.141
17 H 0.606 -1.846 2.428  C4 1.133
18 H -0.393 -0.596 1.789  C4 1.013
19 H 1.018 -2.693 0.243  C5 1.109
20 H -0.850 -2.243 -1.404  C6 1.107
21 H -2.732 -1.097 0.409  C7 1.133
22 H -3.430 2.188 -1.067  C9 1.130
23 H -3.910 0.792 0.034  C9 1.127
24 H -4.163 0.671 -1.662  C9 1.092
25 H -0.707 0.123 -2.260  O10 0.904
26 H 3.860 0.368 -0.521  C12 1.074
27 H 3.234 0.266 -2.154  C12 1.166
28 H 2.611 -0.916 -0.833  C12 1.135

Result of the stability comparison: entry b is the least stable of them.

Entry a
Formula: C4H24N2O7
Source: OMol25
Level of theory: ωB97M-V/def2-TZVPD

Summary:
Lowest unoccupied orbital energy (eV): 0.25
SMILES: NCC[C@H](N)CO.O.O.O.O.O.O
Frontier orbital gap (eV): 9.9
HOMO (eV): -9.672

Last columns: bonded neighbours and bond lengths (Å).
Positions of all 37 atoms, in Å:
1 N -1.925 -2.368 -0.941  C2 1.440, H8 1.025, H9 1.017
2 C -0.517 -2.063 -0.930  N1 1.440, C3 1.525, H10 1.122, H11 1.145
3 C 0.057 -1.294 0.255  C2 1.525, C4 1.536, H12 1.121, H13 1.121
4 C 0.806 0.024 0.006  C3 1.536, N5 1.490, C6 1.551, H14 1.104
5 N 2.113 -0.067 -0.704  C4 1.490, H15 1.017, H16 1.055
6 C 0.902 0.668 1.414  C4 1.551, O7 1.430, H17 1.107, H18 1.102
7 O 1.202 2.064 1.480  C6 1.430, H19 0.985
8 H -2.025 -3.160 -1.584  N1 1.025
9 H -2.525 -1.607 -1.248  N1 1.017
10 H -0.198 -1.628 -1.913  C2 1.122
11 H 0.161 -2.982 -0.846  C2 1.145
12 H 0.794 -2.000 0.720  C3 1.121
13 H -0.729 -1.117 1.034  C3 1.121
14 H 0.160 0.710 -0.570  C4 1.104
15 H 1.947 -0.527 -1.596  N5 1.017
16 H 2.798 -0.709 -0.222  N5 1.055
17 H -0.153 0.685 1.750  C6 1.107
18 H 1.466 0.147 2.204  C6 1.102
19 H 2.022 2.277 0.977  O7 0.985
20 O -2.264 0.756 -1.122  H21 0.969, H22 0.976
21 H -2.497 0.733 -0.182  O20 0.969
22 H -1.884 1.655 -1.102  O20 0.976
23 O -2.729 -1.103 2.095  H24 0.968, H25 0.965
24 H -2.534 -1.479 1.224  O23 0.968
25 H -3.161 -1.855 2.518  O23 0.965
26 O 3.086 -2.763 -1.485  H27 0.981, H28 0.965
27 H 2.476 -2.880 -2.244  O26 0.981
28 H 2.962 -3.601 -1.022  O26 0.965
29 O 2.566 2.762 -0.697  H30 0.975, H31 0.973
30 H 1.703 3.116 -0.979  O29 0.975
31 H 2.542 1.830 -0.976  O29 0.973
32 O -2.166 2.155 1.882  H33 0.951, H34 0.961
33 H -1.229 2.063 2.010  O32 0.951
34 H -2.730 1.388 2.018  O32 0.961
35 O -0.130 3.236 -0.796  H36 0.968, H37 0.975
36 H -0.355 4.129 -0.500  O35 0.968
37 H -0.010 2.803 0.069  O35 0.975

Entry b
Formula: C4H24N2O7
Source: OMol25
Level of theory: ωB97M-V/def2-TZVPD

Summary:
Lowest unoccupied orbital energy (eV): 0.20
SMILES: C=NCCCN.O.O.O.O.O.O.O
Frontier orbital gap (eV): 9.7
HOMO (eV): -9.478

Last columns: bonded neighbours and bond lengths (Å).
Positions of all 37 atoms, in Å:
1 C -2.281 -1.325 -3.084  N2 1.258, H7 1.088, H8 1.089
2 N -1.260 -0.594 -3.158  C1 1.258, C3 1.471
3 C -0.077 -0.870 -2.327  N2 1.471, C4 1.539, H9 1.091, H10 1.093
4 C 0.122 -2.219 -1.614  C3 1.539, C5 1.568, H11 1.091, H12 1.099
5 C -0.447 -2.289 -0.155  C4 1.568, N6 1.459, H13 1.092, H14 1.086
6 N -1.638 -3.116 0.015  C5 1.459, H15 1.010, H16 1.008
7 H -3.230 -1.075 -3.555  C1 1.088
8 H -2.345 -2.232 -2.486  C1 1.089
9 H 0.798 -0.540 -2.888  C3 1.091
10 H -0.284 -0.101 -1.579  C3 1.093
11 H 1.166 -2.535 -1.626  C4 1.091
12 H -0.365 -2.949 -2.275  C4 1.099
13 H -0.747 -1.281 0.141  C5 1.092
14 H 0.337 -2.643 0.507  C5 1.086
15 H -1.456 -4.100 -0.123  N6 1.010
16 H -2.455 -2.767 -0.461  N6 1.008
17 O 0.421 2.635 -1.877  H18 0.972, H19 0.968
18 H 0.333 3.602 -1.919  O17 0.972
19 H -0.355 2.370 -2.390  O17 0.968
20 O -0.509 3.358 0.731  H21 0.963, H22 0.960
21 H -0.699 2.875 -0.081  O20 0.963
22 H -0.982 2.909 1.436  O20 0.960
23 O 0.784 1.768 3.221  H24 0.974, H25 0.960
24 H 1.528 1.869 3.841  O23 0.974
25 H 0.810 2.626 2.791  O23 0.960
26 O 0.844 -0.637 4.312  H27 0.964, H28 0.974
27 H 0.503 -1.416 3.858  O26 0.964
28 H 1.156 -0.133 3.540  O26 0.974
29 O 3.154 1.881 -1.279  H30 0.965, H31 0.957
30 H 2.502 2.509 -1.610  O29 0.965
31 H 3.007 1.066 -1.760  O29 0.957
32 O -3.014 -1.054 1.803  H33 0.956, H34 0.965
33 H -2.680 -1.949 1.773  O32 0.956
34 H -3.162 -0.890 2.741  O32 0.965
35 O 2.973 0.596 1.200  H36 0.969, H37 0.973
36 H 2.320 1.154 1.649  O35 0.969
37 H 3.043 1.190 0.432  O35 0.973

Result of the stability comparison: entry b is the least stable of them.

Entry a
Formula: C4H14NO
Source: OMol25
Level of theory: ωB97M-V/def2-TZVPD

Summary:
Lowest unoccupied orbital energy (eV): -8.10
Frontier orbital gap (eV): 5.3
HOMO (eV): -13.431
Net charge: +1

Last columns: bonded neighbours and bond lengths (Å).
Positions of all 20 atoms, in Å:
1 C -0.006 1.342 -0.676  C2 1.503, H6 1.082, H7 1.102, H8 1.109
2 C 0.841 0.751 0.416  C1 1.503, C3 1.543, H9 1.116
3 C 1.996 -0.120 -0.118  C2 1.543, C4 1.600, H10 1.112, H11 1.114
4 C 2.331 -1.446 0.712  C3 1.600, H12 1.084, H13 1.082, H14 1.077
5 N -2.676 -0.171 -1.514  H15 0.970, H16 1.078, H17 0.997
6 H -0.839 1.915 -0.289  C1 1.082
7 H 0.562 2.069 -1.278  C1 1.102
8 H -0.488 0.497 -1.209  C1 1.109
9 H 1.185 1.468 1.200  C2 1.116
10 H 2.897 0.520 -0.241  C3 1.112
11 H 1.760 -0.256 -1.198  C3 1.114
12 H 3.005 -2.120 0.194  C4 1.084
13 H 1.398 -1.984 0.820  C4 1.082
14 H 2.760 -1.138 1.651  C4 1.077
15 H -3.091 -0.908 -1.989  N5 0.970
16 H -3.246 0.742 -1.455  N5 1.078
17 H -2.650 -0.432 -0.552  N5 0.997
18 H -1.550 -0.299 2.183  O20 0.971
19 H -0.669 -0.024 0.992  O20 1.041
20 O -1.659 -0.252 1.219  H18 0.971, H19 1.041

Entry b
Formula: C4H14NO
Source: OMol25
Level of theory: ωB97M-V/def2-TZVPD

Summary:
Lowest unoccupied orbital energy (eV): -3.20
Frontier orbital gap (eV): 11.5
HOMO (eV): -14.688
Net charge: +1

Last columns: bonded neighbours and bond lengths (Å).
Positions of all 20 atoms, in Å:
1 C 0.883 0.255 -0.817  C2 1.461, N5 1.601, H6 1.093, H7 1.095
2 C 0.242 -1.056 -0.880  C1 1.461, C3 1.545, H8 1.093, H9 1.084
3 C 0.674 -2.115 0.159  C2 1.545, C4 1.525, H10 1.125, H11 1.222
4 C 0.841 -1.665 1.606  C3 1.525, H12 1.098, H13 1.078, H14 1.179
5 N 0.194 1.327 0.153  C1 1.601, H15 1.003, H16 1.093, H17 1.051
6 H 1.886 0.221 -0.384  C1 1.093
7 H 1.037 0.758 -1.777  C1 1.095
8 H -0.835 -0.865 -0.857  C2 1.093
9 H 0.415 -1.486 -1.859  C2 1.084
10 H 0.018 -2.988 -0.112  C3 1.125
11 H 1.787 -2.457 -0.210  C3 1.222
12 H 1.733 -1.031 1.687  C4 1.098
13 H 1.014 -2.438 2.337  C4 1.078
14 H -0.084 -0.978 1.858  C4 1.179
15 H -0.034 1.072 1.095  N5 1.003
16 H -0.719 1.817 -0.194  N5 1.093
17 H 0.924 2.070 0.018  N5 1.051
18 H -2.563 3.302 -0.666  O20 1.006
19 H -3.152 1.951 -0.212  O20 0.944
20 O -2.327 2.405 -0.275  H18 1.006, H19 0.944

Result of the stability comparison: entry a is the least stable of them.